[1]
This record from the OMol25 dataset describes 2 unconnected molecules or ions with the total composition C4H8ClNSi in a non-equilibrium geometry. The level of theory is the ωB97M-V functional and the def2-TZVPD basis.

Geometry as XYZ:
```
15
Properties=species:S:1:pos:R:3:forces:R:3
C -0.232 0.095 -2.244 3.23 1.72 1.34
C -0.956 -0.320 -1.239 -1.89 -0.92 2.22
C 0.121 1.698 0.987 -1.11 -2.19 -0.55
C 0.985 -1.928 1.105 -5.14 0.76 2.51
N 0.653 2.220 -0.030 -0.30 2.61 0.04
Si -0.654 -0.016 0.589 4.53 -2.14 -0.36
Cl -2.285 -0.144 1.747 -0.80 -0.19 0.36
H -0.456 0.093 -3.264 -0.52 -0.61 -1.45
H 0.784 0.603 -1.980 -2.04 -0.70 -0.64
H -1.881 -0.938 -1.258 0.38 0.61 -0.95
H -0.180 2.081 1.953 0.20 1.03 0.22
H 1.500 -2.232 0.286 1.08 -0.64 -2.94
H 1.720 -1.735 1.870 -0.28 0.32 0.61
H 0.179 -2.759 1.417 2.02 1.83 -0.53
H 0.703 3.282 0.062 0.66 -1.48 0.11
```
Forces are in eV/Å.

Values from the calculation:
Total energy = -961.5650 Ha
HOMO = -0.31254 Ha
Orbital gap = 8.86 eV
Energy above the lowest of the compared OMol25 structures with the same formula, charge and spin = 222.8 kJ/mol

[2]
This record from the OMol25 dataset describes a molecular structure, C25H15F3I2IrN3O3S in a non-equilibrium geometry. The level of theory is the ωB97M-V functional and the def2-TZVPD basis.

Geometry as XYZ:
```
53
Properties=species:S:1:pos:R:3:forces:R:3
Ir -0.051 -0.003 0.036 2.49 -0.61 -1.30
I 2.088 0.049 -4.812 -0.22 -0.15 -0.17
C 0.284 -0.885 -4.316 0.28 0.83 2.02
C -0.431 -1.671 -5.198 -0.99 -0.62 -0.10
C -1.594 -2.304 -4.788 0.16 -0.03 -0.27
I -2.635 -3.486 -6.181 0.18 0.18 0.14
C -2.062 -2.202 -3.448 0.33 0.22 -0.33
C -3.194 -2.858 -2.935 -0.14 0.01 0.55
C -3.493 -2.746 -1.596 0.10 0.03 -0.64
C -2.678 -1.961 -0.778 0.01 0.17 0.33
N -1.641 -1.288 -1.241 0.61 0.24 1.83
C -1.324 -1.400 -2.543 1.21 0.51 -1.24
C -0.142 -0.690 -2.973 -1.78 -2.59 -2.84
O 0.511 0.032 -2.177 0.88 1.65 4.72
H -0.073 -1.795 -6.209 -0.02 -0.01 -0.04
H -3.809 -3.454 -3.594 -0.03 -0.06 0.00
H -4.347 -3.247 -1.171 -0.03 -0.03 0.08
H -2.883 -1.899 0.278 0.06 0.00 0.04
S 2.573 -2.640 2.732 -0.45 0.08 -0.80
C 2.361 -3.520 1.267 0.04 0.38 0.53
C 1.601 -2.852 0.356 -0.23 -0.01 -0.67
C 1.168 -1.590 0.813 -0.23 1.73 0.47
C 1.617 -1.338 2.108 -0.05 -0.33 -0.79
C 1.296 -0.158 2.863 0.12 0.14 0.46
C 1.679 0.042 4.193 -0.09 0.13 -0.26
C 1.266 1.183 4.853 -0.05 -0.07 -0.19
C 0.477 2.107 4.181 0.07 -0.16 -0.26
C 0.147 1.848 2.861 -0.37 0.76 0.30
N 0.558 0.766 2.225 -0.32 -1.44 -1.30
H 2.816 -4.486 1.163 0.04 -0.14 -0.06
H 1.371 -3.260 -0.614 -0.04 -0.05 -0.15
H 2.283 -0.701 4.688 0.03 -0.07 0.08
H 1.542 1.346 5.882 0.04 0.01 0.12
H 0.122 3.002 4.667 -0.07 0.06 -0.03
H -0.487 2.525 2.303 -0.05 -0.01 -0.03
F -3.917 -1.240 3.000 0.16 -0.06 -0.07
C -3.599 -0.014 2.581 -0.34 -0.05 0.05
F -3.441 0.756 3.664 0.26 0.11 -0.06
F -4.643 0.453 1.894 0.15 0.09 -0.15
C -2.302 -0.035 1.714 -0.58 -0.19 0.57
O -2.110 0.900 0.925 0.14 0.98 -0.71
O -1.546 -1.001 1.870 0.50 -0.38 -0.24
C 4.345 2.731 -0.235 -0.18 -0.14 -0.03
C 3.201 3.343 0.256 -0.12 -0.19 -0.12
C 2.006 2.641 0.231 -0.11 0.62 0.26
N 1.916 1.405 -0.244 -1.36 -1.15 0.50
C 3.004 0.825 -0.743 0.24 -0.52 -0.27
C 4.240 1.451 -0.758 -0.19 0.17 0.05
H 5.294 3.244 -0.217 0.08 0.05 0.00
H 3.232 4.345 0.653 -0.08 0.05 0.02
H 1.096 3.092 0.599 0.00 -0.02 0.03
H 2.879 -0.166 -1.152 -0.04 -0.05 0.03
H 5.098 0.942 -1.169 -0.03 -0.08 -0.02
```
Forces are in eV/Å.

Values from the calculation:
Total energy = -2748.8735 Ha
HOMO (spin up / spin down) = -0.38023 / -0.37961 Ha
Multiplicity = 2
Charge = +1
Orbital gap (spin up / spin down) = 4.53 / 4.81 eV
Expectation value of S² = 1.038

[3]
This record from the OMol25 dataset describes a single C5H10O2 molecule in a non-equilibrium geometry. The level of theory is the ωB97M-V functional and the def2-TZVPD basis.

Geometry as XYZ:
```
17
Properties=species:S:1:pos:R:3:forces:R:3
O -2.718 -0.259 0.822 -0.07 0.11 0.07
C -1.668 -0.477 -0.095 0.39 -0.26 -0.37
C -0.375 0.313 0.030 0.27 -0.26 -0.51
C 0.755 0.225 1.065 0.04 -0.16 0.09
C 1.957 0.718 0.212 0.22 0.14 0.42
O 1.709 0.371 -1.146 0.12 0.07 0.02
C 0.515 -0.350 -1.126 -0.45 0.16 0.05
H -3.526 -0.448 0.323 0.18 0.11 0.46
H -1.391 -1.536 -0.157 -0.30 -0.13 0.12
H -2.007 -0.155 -1.092 -0.08 -0.32 0.10
H -0.668 1.382 0.003 0.51 -0.37 -0.94
H 0.682 0.823 1.979 -0.30 -0.06 -0.21
H 0.901 -0.822 1.346 0.09 0.08 0.14
H 2.893 0.258 0.537 0.00 0.09 0.05
H 2.063 1.809 0.237 0.00 -0.12 0.23
H 0.742 -1.389 -0.786 -0.41 0.40 -0.05
H 0.137 -0.465 -2.152 -0.20 0.53 0.32
```
Forces are in eV/Å.

Values from the calculation:
SMILES string = OC[C@H]1CCOC1
Total energy = -346.9370 Ha
HOMO = -0.34582 Ha
Orbital gap = 10.23 eV
Energy above the lowest of the compared OMol25 structures with the same formula, charge and spin = 232.2 kJ/mol

[4]
This record from the OMol25 dataset describes a molecular structure, C18H37OP3ReSe in a non-equilibrium geometry. The level of theory is the ωB97M-V functional and the def2-TZVPD basis.

Geometry as XYZ:
```
61
Properties=species:S:1:pos:R:3:forces:R:3
Re 0.304 -1.028 1.106 -0.15 2.14 -1.37
P -1.189 -0.504 2.760 -3.30 0.11 3.52
P 1.800 -2.582 0.372 3.15 -3.91 -0.28
P -1.432 -0.893 -0.604 -3.28 -0.26 -2.17
H 0.221 3.939 0.409 -0.29 0.01 -0.05
C -0.858 3.762 0.347 0.46 -0.96 0.11
C -1.551 3.602 1.476 -0.28 0.69 -0.50
H -1.070 3.717 2.452 -0.26 0.07 -0.28
C -0.287 0.406 4.048 1.02 0.08 -0.09
C -1.825 -2.066 3.463 0.66 -0.38 -0.21
C -2.742 0.451 2.681 0.09 0.32 -0.81
C 2.977 -2.499 -1.029 -0.30 0.88 -0.54
C 2.937 -3.113 1.731 -0.48 0.45 0.17
C 0.759 -4.063 0.048 -0.39 0.69 0.02
C -2.577 0.547 -0.830 0.24 0.75 0.44
C -2.682 -2.173 -0.147 0.43 -0.23 0.45
C -1.131 -1.332 -2.383 0.86 -0.08 0.18
H -1.280 3.597 -0.657 -0.03 0.55 0.59
H -2.647 3.584 1.419 0.39 -0.32 0.26
H -0.201 1.457 3.738 -0.11 -0.21 0.11
H 0.731 0.002 4.162 -0.32 0.13 0.22
H -0.809 0.342 5.011 -0.09 -0.07 -0.22
H -0.983 -2.725 3.706 -0.27 0.05 0.23
H -2.445 -2.593 2.727 -0.03 0.18 0.23
H -2.408 -1.847 4.363 0.04 -0.04 -0.12
H -2.527 1.484 2.397 -0.10 -0.12 0.08
H -3.218 0.432 3.671 0.29 -0.11 -0.10
H -3.437 0.023 1.956 -0.03 0.00 0.19
H 3.680 -3.349 -0.980 -0.40 0.23 0.21
H 3.545 -1.557 -0.969 -0.05 -0.38 -0.06
H 2.443 -2.524 -1.990 0.17 0.02 0.24
H 3.556 -3.958 1.389 -0.23 0.32 0.09
H 2.320 -3.399 2.595 0.37 -0.05 -0.18
H 3.566 -2.250 2.010 -0.08 -0.44 -0.07
H 1.427 -4.929 -0.020 -0.16 0.04 0.07
H 0.201 -3.926 -0.888 0.17 -0.21 0.19
H 0.054 -4.166 0.883 0.11 -0.39 -0.13
H -3.422 0.267 -1.494 0.65 -0.20 0.29
H -2.040 1.401 -1.274 -0.18 -0.35 0.15
H -3.005 0.887 0.129 0.29 -0.16 -0.47
H -3.402 -2.273 -0.971 0.25 0.06 0.15
H -3.221 -1.888 0.764 0.08 -0.03 -0.25
H -2.193 -3.137 0.025 -0.24 -0.04 -0.08
H -2.088 -1.533 -2.895 0.24 0.23 0.41
H -0.509 -2.234 -2.457 -0.14 0.19 -0.05
H -0.596 -0.513 -2.893 -0.33 -0.33 0.11
C 1.658 2.351 -2.846 -0.50 -1.83 1.82
C 1.315 3.688 -2.533 -0.35 1.63 -0.25
C 1.521 4.680 -3.468 -0.73 0.14 2.23
C 2.041 4.378 -4.715 0.34 -0.22 -0.96
C 2.398 3.062 -5.045 0.15 -1.94 0.93
C 2.244 2.050 -4.094 0.80 0.33 -2.46
Se 1.320 0.971 -1.671 0.65 1.53 -1.51
H 0.657 -1.790 2.557 0.04 0.03 -0.54
H 0.867 3.878 -1.570 0.07 0.27 -0.02
H 1.281 5.703 -3.200 -0.03 -0.02 -0.14
H 2.176 5.159 -5.456 0.01 0.06 0.03
H 2.818 2.815 -6.009 0.02 0.09 -0.10
H 2.541 1.021 -4.299 -0.02 0.33 -0.12
O 2.676 0.937 1.596 -4.70 -3.17 -1.02
C 1.736 0.252 1.397 5.78 3.83 1.41
```
Forces are in eV/Å.

Values from the calculation:
Total energy = -4285.3109 Ha
HOMO (spin up / spin down) = -0.75479 / -0.75322 Ha
Multiplicity = 4
Charge = +4
Orbital gap (spin up / spin down) = 4.91 / 4.17 eV
Expectation value of S² = 3.796
Energy above the lowest of the compared OMol25 structures with the same formula, charge and spin = 135.2 kJ/mol

[5]
This record from the OMol25 dataset describes 2 unconnected molecules or ions with the total composition C5H11NO in a non-equilibrium geometry. The level of theory is the ωB97M-V functional and the def2-TZVPD basis.

Geometry as XYZ:
```
18
Properties=species:S:1:pos:R:3:forces:R:3
C 0.212 2.902 -0.977 0.29 0.25 -1.04
C 0.008 1.627 -1.268 -0.44 0.16 1.78
C 0.246 0.575 -0.214 -0.30 -0.74 -0.77
N 1.059 -0.562 -0.729 -1.04 1.82 -0.02
C 0.873 -1.754 -0.049 -0.35 -1.00 -0.17
C 1.516 -2.922 -0.169 0.39 1.20 -0.24
H 0.100 3.620 -1.787 -0.49 0.30 0.52
H 0.526 3.223 0.003 0.61 0.12 -0.06
H -0.740 1.407 -2.024 0.81 -0.38 -0.78
H -0.775 0.251 -0.013 -0.16 -0.46 0.59
H 0.712 0.938 0.695 -0.07 0.41 0.08
H 1.033 -0.409 -1.725 0.52 -1.28 -0.26
H 0.033 -1.733 0.640 0.35 0.35 0.58
H 2.222 -3.010 -0.984 0.37 -0.30 0.23
H 1.528 -3.603 0.670 -0.51 -0.44 -0.43
O -3.000 0.186 2.757 -0.16 0.50 0.58
H -2.254 -0.365 2.516 -0.23 -0.17 -0.43
H -3.710 0.140 2.110 0.41 -0.33 -0.16
```
Forces are in eV/Å.

Values from the calculation:
SMILES string = C=CCNC=C.O
Total energy = -327.0100 Ha
HOMO = -0.30319 Ha
Orbital gap = 8.94 eV
Energy above the lowest of the compared OMol25 structures with the same formula, charge and spin = 318.6 kJ/mol

[6]
This record from the OMol25 dataset describes a molecular structure, C41H37Cl5P2Zn in a non-equilibrium geometry. The level of theory is the ωB97M-V functional and the def2-TZVPD basis.

Geometry as XYZ:
```
86
Properties=species:S:1:pos:R:3:forces:R:3
Zn -0.813 0.957 -2.424 1.38 -0.79 3.65
C -2.382 0.781 -5.412 -1.89 0.86 -0.64
C -2.156 -0.633 -5.204 -1.37 -1.80 -1.28
C -1.211 -1.420 -6.128 -0.36 0.39 0.49
C 0.127 -0.712 -6.314 0.49 -0.15 -0.54
C 0.616 0.087 -5.127 1.21 0.65 -0.20
C 0.196 1.298 -4.657 1.31 0.54 -2.03
C -0.414 2.249 -5.708 -0.83 -0.19 0.29
C -1.687 1.632 -6.355 0.29 1.33 -0.49
C 2.027 0.150 0.142 0.12 0.43 0.91
H -3.410 1.121 -5.208 0.61 -0.42 -0.05
H -3.147 -1.092 -5.388 0.05 -0.16 0.18
H -1.736 -1.588 -7.080 0.32 0.23 0.11
H -1.021 -2.418 -5.725 -0.10 0.09 0.20
H 0.866 -1.506 -6.489 0.00 0.33 -0.06
H 0.078 -0.132 -7.246 0.18 0.14 0.33
H 1.596 -0.283 -4.802 -1.01 -0.02 0.54
H 0.784 1.827 -3.865 -0.04 -0.64 -0.63
H 0.284 2.506 -6.525 0.18 -0.15 0.60
H -0.700 3.192 -5.227 0.04 -0.05 -0.03
H -2.393 2.450 -6.579 0.44 -0.16 -0.23
H -1.438 1.158 -7.312 0.00 0.02 0.04
H 1.245 0.881 0.331 -0.13 -0.11 -0.03
H 2.952 0.498 0.612 -0.01 0.09 -0.06
H 1.756 -0.788 0.623 -0.09 -0.04 -0.22
P -2.007 -0.981 -3.436 1.55 0.56 1.21
P 2.360 -0.089 -1.587 -2.93 -1.21 -1.93
C -0.280 -1.112 -2.614 -2.40 -1.62 -0.14
C 1.141 -0.901 -2.647 2.82 0.65 0.30
C -2.891 -2.425 -2.835 0.18 -0.38 -0.13
C -2.888 -3.642 -3.548 -0.31 0.61 0.75
C -3.534 -4.736 -2.976 0.10 -0.30 -0.43
C -4.138 -4.641 -1.726 0.08 0.66 0.54
C -4.107 -3.435 -1.000 0.42 -0.17 -1.03
C -3.489 -2.318 -1.572 -0.24 -0.74 0.02
C -3.125 0.412 -2.889 -0.39 -0.57 -0.26
C -2.601 1.754 -2.968 0.54 0.22 -0.41
C -3.410 2.864 -2.636 -0.99 -0.14 -0.29
C -4.792 2.676 -2.592 1.30 1.27 0.16
C -5.338 1.407 -2.713 -0.49 -1.08 -0.11
C -4.515 0.272 -2.810 0.37 0.37 0.20
C 3.827 -1.106 -1.561 0.26 -0.29 0.01
C 3.645 -2.453 -1.185 0.39 0.36 -0.17
C 4.761 -3.282 -1.097 -0.13 -0.04 0.14
C 6.032 -2.779 -1.378 0.22 0.44 -0.11
C 6.210 -1.423 -1.705 -0.38 -0.27 0.20
C 5.100 -0.572 -1.771 0.20 -0.51 0.00
C 2.768 1.554 -2.233 0.76 0.70 0.29
C 2.308 2.730 -1.597 0.03 -0.95 0.16
C 2.577 3.966 -2.148 -0.17 1.02 -0.16
C 3.291 4.080 -3.338 0.09 -0.54 -0.08
C 3.782 2.922 -3.956 -0.12 0.29 -0.03
C 3.529 1.668 -3.413 -0.16 0.02 0.18
H -0.435 -2.124 -2.178 -0.90 1.19 0.00
H 1.690 -1.571 -3.327 0.34 0.27 0.48
H -2.407 -3.699 -4.524 -0.12 -0.11 0.26
H -3.557 -5.688 -3.520 -0.02 0.39 0.25
H -4.630 -5.501 -1.284 0.07 0.00 -0.12
H -4.537 -3.353 -0.013 -0.11 -0.09 0.05
H -3.506 -1.366 -1.050 0.21 -0.19 -0.03
H -1.729 2.011 -3.645 -1.11 -0.15 -0.28
H -2.937 3.842 -2.552 -0.34 -0.15 -0.11
H -5.426 3.563 -2.503 0.10 -0.40 0.14
H -6.421 1.287 -2.724 0.27 -0.04 0.05
H -4.960 -0.720 -2.844 0.01 0.25 0.01
H 2.641 -2.820 -0.948 0.36 0.13 -0.22
H 4.630 -4.322 -0.780 0.12 0.39 -0.20
H 6.907 -3.434 -1.324 -0.35 0.23 -0.01
H 7.201 -1.016 -1.889 -0.12 -0.17 0.04
H 5.220 0.494 -1.985 0.04 -0.47 0.06
H 1.743 2.678 -0.657 0.24 -0.02 -0.47
H 2.218 4.879 -1.646 0.16 -0.56 -0.26
H 3.470 5.052 -3.789 0.01 -0.13 0.13
H 4.362 3.009 -4.874 -0.12 -0.05 0.20
H 3.947 0.775 -3.899 -0.35 0.39 0.20
Cl -0.563 -2.120 0.187 0.14 -0.19 -0.05
C -1.288 -0.615 0.690 -0.89 0.28 1.12
C -1.267 0.561 -0.056 0.92 0.24 -0.34
C -1.639 1.705 0.632 -0.78 -0.86 1.65
Cl -1.340 3.258 -0.069 0.04 0.50 -0.26
C -2.192 1.684 1.950 0.45 -0.90 -0.69
Cl -2.745 3.106 2.711 -0.07 0.50 0.24
C -2.302 0.457 2.643 0.48 0.17 -1.44
Cl -2.894 0.358 4.240 -0.23 0.20 0.25
C -1.861 -0.704 1.989 0.17 0.75 -0.62
Cl -2.051 -2.221 2.769 0.00 -0.19 0.26
```
Forces are in eV/Å.

Values from the calculation:
Total energy = -6347.1217 Ha
HOMO (spin up / spin down) = -0.22565 / -0.17694 Ha
Orbital gap (spin up / spin down) = 6.27 / 5.00 eV
Energy above the lowest of the compared OMol25 structures with the same formula, charge and spin = 363.8 kJ/mol